Here is a structure of composition C32H47CsN6O5Se2 from the Open Molecules 2025 dataset. Energies are from the ωB97M-V functional and the def2-TZVPD basis.

Values from the calculation:
Kohn-Sham gap: 4.25 eV
multiplicity: 1
E_HOMO: -0.0273 hartree
total charge: -2
molar mass: 886.59 g/mol

Atoms and positions in Å:
Cs  -1.1097  -0.1098  1.1885
C  1.0359  4.6766  -2.8681
N  0.2059  4.7617  -1.6876
C  -0.4889  6.0314  -1.5498
C  -1.6112  5.6879  -0.5867
N  -1.8845  4.3227  -0.9521
C  -2.8177  3.5583  -0.1535
C  -0.7109  3.7184  -1.3844
N  -0.5857  2.4611  -1.4199
C  0.6235  1.7545  -1.7739
C  1.7566  1.9417  -0.7555
N  2.6106  0.7780  -0.7960
C  3.3255  0.4438  0.1954
N  3.5873  1.1031  1.3954
C  3.7740  2.5308  1.4597
C  4.5006  0.3088  2.1929
C  4.3034  -1.0834  1.6165
N  3.9881  -0.7863  0.2318
C  3.4143  -1.8679  -0.5436
H  1.6743  5.5623  -2.9055
H  0.4397  4.6424  -3.7910
H  1.6812  3.8050  -2.8399
H  -0.8988  6.3626  -2.5162
H  0.1836  6.8057  -1.1720
H  -2.4927  6.3190  -0.7186
H  -1.2777  5.7740  0.4603
H  -3.7895  4.0517  -0.1498
H  -2.4728  3.4477  0.8818
H  -2.9399  2.5638  -0.5664
H  0.9683  1.9905  -2.7892
H  0.3904  0.6873  -1.7895
H  1.2920  2.0724  0.2323
H  2.3169  2.8617  -0.9743
H  2.8886  3.0682  1.1325
H  4.6343  2.8644  0.8588
H  3.9591  2.8017  2.5004
H  4.2491  0.3694  3.2534
H  5.5402  0.6485  2.0525
H  3.4673  -1.6015  2.1053
H  5.1984  -1.7049  1.6953
H  4.1522  -2.6657  -0.6537
H  3.1391  -1.4891  -1.5233
H  2.5114  -2.2591  -0.0623
O  -7.2959  1.3199  -0.1965
C  -6.3094  1.2539  -1.2145
C  -5.6145  -0.1126  -1.3413
C  -6.6457  -1.0567  -1.9870
O  -6.3713  -2.4395  -1.8629
C  -4.3951  0.1227  -2.2458
Se  -3.5536  -1.4555  -3.1128
C  -5.1912  -0.6723  0.0272
Se  -4.4785  0.6408  1.3440
H  -6.7756  1.2653  0.6324
H  -5.5454  2.0208  -1.0431
H  -6.8173  1.4849  -2.1586
H  -6.7302  -0.7820  -3.0511
H  -7.6152  -0.8880  -1.5088
H  -5.4880  -2.5504  -2.2758
H  -3.6278  0.6197  -1.6471
H  -4.6781  0.8135  -3.0459
H  -4.4367  -1.4407  -0.1459
H  -6.0418  -1.1627  0.4999
C  0.0159  -2.6523  -3.4407
C  0.4207  -3.0381  -2.0494
O  0.1837  -2.3461  -1.0875
C  1.1775  -4.3294  -1.8362
C  1.5217  -4.6799  -0.5327
C  2.2309  -5.8432  -0.2880
C  2.6008  -6.6686  -1.3438
C  2.2561  -6.3282  -2.6434
C  1.5449  -5.1609  -2.8884
H  -0.5902  -1.7503  -3.3977
H  -0.5896  -3.4378  -3.8951
H  0.9045  -2.5046  -4.0613
H  1.2168  -4.0223  0.2711
H  2.4948  -6.1089  0.7280
H  3.1545  -7.5797  -1.1517
H  2.5379  -6.9722  -3.4675
H  1.2742  -4.8984  -3.9020
O  0.9341  0.7638  2.8684
C  1.0975  -0.4581  3.0475
O  0.8847  -1.3767  2.2223
C  1.5968  -0.8934  4.4256
C  2.1360  0.0447  5.2983
C  2.6195  -0.3421  6.5399
C  2.5494  -1.6738  6.9274
C  2.0004  -2.6132  6.0646
C  1.5362  -2.2249  4.8163
H  2.1489  1.0797  4.9829
H  3.0439  0.3954  7.2113
H  2.9172  -1.9779  7.9003
H  1.9359  -3.6517  6.3666
H  1.1238  -2.9412  4.1181

Cartesian forces (eV/Å) of the 2 atoms listed first:
Cs -1.578 0.497 -1.593
C 0.029 -0.001 -0.030